Entry 1:
Entry from the Open Molecules 2025 dataset: C2H4NO3P as an isolated structure in a non-equilibrium geometry (ωB97M-V/def2-TZVPD).

Summary:
calculated total energy: -19060.2862 eV
net charge: 0
multiplicity: 1
gap between HOMO and LUMO: 0.3951 hartree

Each line ends with the natural charge from an NBO analysis.
Element x y z (Å)
1 O -1.06626 0.99769 0.15925  -0.804
2 O -2.57087 -1.12266 0.17958  -1.023
3 H -1.21859 -0.19074 -1.78753  -0.101
4 H 1.79764 -0.15462 -0.83220  0.234
5 H 0.10176 -1.46076 1.03002  0.356
6 O 0.73258 2.32912 0.23771  -0.486
7 H 1.72780 0.04205 1.08542  0.239
8 P -1.42844 -0.43374 -0.35843  2.025
9 C 1.20863 -0.04384 0.16333  -0.353
10 N 0.38691 -1.20751 0.07092  -0.849
11 C 0.32884 1.24500 0.05192  0.762

Entry 2:
Entry from the Open Molecules 2025 dataset: C6H11NO12P2PbSe3Te as an isolated structure in a non-equilibrium geometry (ωB97M-V/def2-TZVPD).

Summary:
calculated total energy: -259631.0138 eV
net charge: -2
multiplicity: 1
gap between HOMO and LUMO: 0.2380 hartree

Each line ends with the natural charge from an NBO analysis.
Element x y z (Å)
1 H 1.51174 0.61564 -3.41128  0.164
2 N 1.17853 0.55809 -1.32160  -0.473
3 O 1.00095 -0.72144 1.06858  -0.867
4 O 0.53881 2.96898 0.08253  -0.840
5 P -2.04875 -1.67706 2.86762  2.581
6 Se 1.95632 -0.47223 3.56261  0.145
7 O -4.17918 -2.33973 -0.54544  -1.153
8 O -1.79452 -1.36445 -0.21713  -1.245
9 H -1.82833 -0.28116 -1.64636  0.516
10 O -1.52913 -0.23607 2.76438  -1.233
11 H 2.72499 -0.84960 -1.68085  0.186
12 C 1.90152 -1.18849 0.27894  0.788
13 H -0.76807 -2.39448 1.32485  0.522
14 C 1.74780 -0.77452 -1.18791  -0.342
15 Se 2.77355 0.68236 5.52408  -0.278
16 H -0.36107 -1.01039 -3.05556  0.169
17 C 0.71367 0.83774 -2.68172  -0.245
18 C -0.53084 0.06994 -3.08648  -0.067
19 O -0.95885 -2.66114 2.24104  -1.013
20 Se 0.33580 1.19071 3.41745  0.026
21 O -3.27925 -1.76580 1.78002  -1.107
22 H -4.33854 0.17960 -0.60265  0.493
23 O -3.84133 0.06071 0.21296  -1.011
24 O -1.65733 0.41925 -2.30729  -0.762
25 C 1.51557 2.95089 -0.74084  0.765
26 O 1.97012 3.89774 -1.38483  -0.709
27 H -0.73714 0.33205 -4.12977  0.162
28 H 2.98804 1.62964 -1.62663  0.181
29 P -3.25401 -1.46811 0.20796  2.551
30 Te 2.32086 2.78947 4.15935  0.073
31 Pb -0.66421 0.91259 0.61974  1.509
32 C 2.16376 1.56737 -0.90618  -0.343
33 O -2.52554 -2.17703 4.16545  -1.137
34 H 1.07635 -1.50471 -1.64314  0.220
35 H 2.56472 1.26480 0.06494  0.225
36 O 2.81285 -1.94691 0.58488  -0.676
37 H 0.50012 1.90576 -2.75170  0.223

Entry 3:
Entry from the Open Molecules 2025 dataset: an isolated ion of composition C6H13BN and charge +1 in a non-equilibrium geometry (ωB97M-V/def2-TZVPD).

Summary:
calculated total energy: -8591.2051 eV
SMILES: C=CB1CC[N@@H+](C)C1
net charge: +1
multiplicity: 1
gap between HOMO and LUMO: 0.3697 hartree

Each line ends with the natural charge from an NBO analysis.
Element x y z (Å)
1 H -0.92638 1.86859 0.84770  0.282
2 C 0.29792 -1.12151 -0.10491  -0.553
3 H 0.45891 -1.86220 -0.81126  0.247
4 H 0.44349 -1.58284 0.86709  0.257
5 B -1.00448 -0.16735 -0.12619  0.842
6 H 2.84927 -0.72855 1.18704  0.235
7 C -3.65962 -0.03793 -0.22698  -0.256
8 H 1.35833 1.30374 1.26067  0.226
9 H 1.77270 1.84893 -0.29743  0.228
10 H 1.60206 -0.19931 -1.34866  0.440
11 H 3.48604 0.12554 -0.14700  0.235
12 C 2.73555 -0.55574 0.08393  -0.425
13 C 1.06082 1.24176 0.19273  -0.210
14 H 2.88204 -1.56030 -0.47228  0.232
15 H -3.89325 0.83970 -0.86278  0.211
16 C -2.51938 -0.62490 0.09843  -0.576
17 H -4.56786 -0.39628 0.17914  0.206
18 H -0.79997 1.86403 -0.87653  0.273
19 N 1.40321 -0.10770 -0.28625  -0.340
20 C -0.50843 1.33619 -0.00755  -0.789
21 H -2.47099 -1.48386 0.85107  0.235

Entry 4:
Entry from the Open Molecules 2025 dataset: a 8-piece molecular cluster, H16O8 overall (ωB97M-V/def2-TZVPD).

Summary:
calculated total energy: -16638.8423 eV
SMILES: O.O.O.O.O.O.O.O
net charge: 0
multiplicity: 1
gap between HOMO and LUMO: 0.4043 hartree

Each line ends with the natural charge from an NBO analysis.
Element x y z (Å)
1 O -0.30480 -3.51037 3.36267  -0.928
2 H -0.86654 -4.27262 3.18260  0.475
3 O -1.35847 0.36445 3.96972  -0.932
4 H 1.22141 -1.60691 -2.81725  0.473
5 H 2.66176 2.56532 -0.67057  0.462
6 H -3.08891 3.08986 0.46944  0.464
7 H -0.00463 -0.14179 2.13926  0.473
8 H 1.31031 2.90745 -1.27601  0.468
9 O 1.71481 2.48534 -0.50973  -0.929
10 O 0.49963 -0.74970 1.58685  -0.939
11 H -1.82527 1.05804 4.44932  0.478
12 O -0.29960 0.87104 -0.46622  -0.949
13 O 2.00602 -2.16665 -2.80942  -0.941
14 H -0.67701 0.28215 0.19692  0.464
15 H -1.62644 0.49227 3.05275  0.455
16 O 0.82713 0.26937 -5.00605  -0.942
17 H -0.07789 -3.17448 2.48822  0.453
18 H 2.73967 -1.54260 -2.84575  0.468
19 H 0.50555 1.17774 -5.02707  0.470
20 H -2.33544 1.77212 0.39265  0.467
21 H 0.42165 0.35998 -0.85042  0.482
22 O -3.06379 2.25581 -0.01298  -0.930
23 H 0.88058 0.01797 -5.93499  0.473
24 H 0.59370 -1.53892 2.13206  0.468

no.,molecular weight (g mol⁻¹)
1,121.03
2,922.78
3,109.99
4,144.12